Computed, not measured: a cluster of 8 separate species, C5H26O8 in total at a distorted geometry, with the ωB97M-V functional and the def2-TZVPD basis.

```
39
Properties=species:S:1:pos:R:3:forces:R:3
C 1.03281 -2.53210 1.71846 -2.10 -1.77 -1.23
C -0.16066 -2.24324 0.65621 0.91 0.00 1.64
C 0.07925 -0.87023 0.03546 1.54 0.20 -1.42
C -0.59243 0.19885 0.86579 0.80 1.45 -1.17
C -1.61019 1.08555 0.12756 1.90 2.39 -0.30
O -1.37658 2.52271 0.56023 -0.69 -0.05 0.36
H 0.71556 -3.46312 2.33192 0.85 1.52 -0.85
H 1.03843 -1.64795 2.35061 0.75 -0.12 0.18
H 1.96122 -2.76535 1.10036 -1.04 0.60 1.19
H -1.17826 -2.34544 1.15750 1.34 0.47 -0.32
H -0.17682 -3.00549 -0.07006 0.24 -1.08 -1.05
H -0.18348 -0.79083 -1.04337 -0.25 -0.32 0.85
H 1.21495 -0.60737 -0.07031 -1.74 -0.81 0.66
H 0.23392 0.82566 1.19658 -0.44 0.44 0.09
H -0.94430 -0.23815 1.75304 -0.92 -0.42 1.22
H -2.63082 0.85014 0.21475 -1.14 -0.38 0.52
H -1.41146 1.10271 -0.99382 0.09 0.13 1.37
H -1.97440 2.97283 1.23896 0.82 -1.82 -1.48
O 3.50616 1.04704 1.44762 -2.99 6.32 3.66
H 3.80426 0.34763 1.03623 2.17 -5.56 -3.51
H 2.87332 1.57061 0.88351 0.88 -0.89 -0.01
O 1.76472 2.31872 -0.12106 3.27 0.11 4.61
H 1.46646 2.25278 -0.94311 -1.99 -0.66 -5.85
H 1.07273 2.65624 0.39937 -1.70 0.77 1.00
O -2.10594 -1.34616 -2.02042 1.47 1.33 -3.28
H -2.47018 -2.16656 -1.90446 -1.57 -3.29 0.31
H -2.23050 -0.92220 -1.22343 -0.46 1.66 2.75
O -0.14439 -1.20410 -4.17426 -0.56 -1.61 1.94
H -0.94966 -0.96822 -4.60847 -0.66 0.80 -1.02
H -0.59963 -1.76035 -3.46605 1.33 1.00 -0.79
O 1.32157 1.16166 -3.07849 -3.23 5.06 2.16
H 2.18268 1.21287 -3.26728 4.69 -0.87 -1.34
H 0.82213 0.42055 -3.11473 -1.46 -4.15 -0.82
O 1.44688 0.76352 3.64231 1.63 0.07 -2.04
H 2.16913 1.02935 2.93792 -1.70 -0.58 2.05
H 1.24612 1.50252 4.21513 0.28 0.36 -0.11
O -3.42508 -1.13966 0.85102 -0.60 0.08 -1.79
H -2.97636 -1.96768 0.86091 0.47 -1.09 -0.12
H -3.46645 -0.91797 1.75173 -0.20 0.71 1.93
```
Positions in Å, forces in eV/Å.

Values from the calculation:
F_max	7.90	eV/Å
LUMO energy	0.24	eV
2S+1	1
SMILES	CCCCCO.O.O.O.O.O.O.O
highest occupied orbital energy	-10.35	eV
energy relative to the best compared isomer or geometry (same formula, charge and spin)	3.988	eV